The following is a DFT calculation (wB97M-V/def2-TZVPD) of C3H2N2OS in the gas phase.

The geometry in XYZ format:
```
9
Properties=species:S:1:pos:R:3:forces:R:3:nbo_charge:R:1
C -0.6611 0.8365 0.0487 0.23 -0.70 -0.64 0.290
C -1.5468 -1.1364 -0.0866 -1.88 1.20 0.44 0.410
C 0.4385 -0.2264 0.0465 -0.13 1.06 0.53 0.080
H -1.3052 2.6163 0.0173 0.64 -0.44 -0.04 0.358
H -2.2110 -2.0332 -0.2447 0.85 1.21 0.29 0.215
N -0.4172 2.0737 0.0388 -1.08 -0.03 0.22 -0.527
N -1.9045 0.1065 -0.0796 0.56 -0.75 -0.27 -0.497
O -0.2603 -1.3927 0.1711 1.24 -1.38 -0.62 -0.465
S 2.0292 -0.0966 -0.0567 -0.42 -0.17 0.08 0.136
```
Positions in Å, forces in eV/Å.

- Total charge: 0
- Electronic energy: -19004.882 eV
- SMILES: [H]/N=C1\N=COC1=S
- Energy relative to the best compared isomer or geometry (same formula, charge and spin): 64.72 kJ/mol
- HOMO: -9.48 eV
- Orbital gap: 8.134 eV



The following is a DFT calculation (wB97M-V/def2-TZVPD) of a gas-phase ion, C6H14NO (charge +1).

The geometry in XYZ format:
```
22
Properties=species:S:1:pos:R:3:forces:R:3:nbo_charge:R:1
C 0.6676 -1.0423 -1.7334 -1.37 2.49 0.26 -0.225
C 0.5429 0.5280 -1.7450 0.25 0.26 -1.75 -0.422
C 0.9292 1.6426 -0.6964 0.92 -3.16 0.95 -0.419
C -1.3602 0.2176 2.2670 0.41 -3.67 -4.97 -0.055
O -0.7837 -1.1782 1.9219 -0.78 1.91 -0.28 -0.825
C -0.8718 1.0270 1.0076 -1.78 -1.24 3.84 -0.290
C 0.3732 1.1340 0.7070 5.72 0.14 -2.62 -0.130
N 0.0802 -1.5152 -0.3981 -0.64 0.14 -2.07 -0.740
H 1.6636 -1.4313 -1.6865 0.53 -0.24 -0.87 0.220
H -0.0181 -1.3510 -2.6377 1.68 0.04 1.96 0.247
H 0.8368 0.8346 -2.7874 0.15 -0.13 1.04 0.244
H -0.5078 0.6570 -1.7798 -1.41 0.01 -0.20 0.197
H 0.4811 2.5125 -1.0579 -0.73 1.48 -0.45 0.233
H 2.0374 1.7431 -0.7342 -0.80 0.22 0.62 0.225
H -2.3751 -0.0864 2.4325 -0.85 0.90 -0.63 0.217
H -1.0188 0.5994 3.1108 2.06 1.53 3.86 0.193
H -0.3860 -1.7130 2.5857 0.17 -0.10 1.52 0.498
H -1.5452 1.6136 0.5058 -1.88 1.09 -1.42 0.226
H 1.3237 0.6825 1.1493 -2.01 0.14 0.47 0.216
H 0.8571 -1.6892 0.2416 -0.58 -0.07 0.15 0.438
H -0.3330 -2.3892 -0.7518 -0.35 0.11 1.51 0.444
H -0.5932 -0.7960 0.0792 1.29 -1.84 -0.90 0.508
```
Positions in Å, forces in eV/Å.

- Total charge: +1
- Electronic energy: -9977.069 eV
- SMILES: [NH3+]CCC/C=C/CO
- Energy relative to the best compared isomer or geometry (same formula, charge and spin): 306.44 kJ/mol
- HOMO: -13.99 eV
- Orbital gap: 10.867 eV



The following is a DFT calculation (wB97M-V/def2-TZVPD) of C5H7NO in the gas phase.

The geometry in XYZ format:
```
14
Properties=species:S:1:pos:R:3:forces:R:3:nbo_charge:R:1
C -1.7863 0.0810 0.5710 -0.18 0.07 0.02 -0.417
N -0.4575 -0.2055 0.0721 0.28 0.28 0.19 -0.320
C 0.0815 -1.5341 -0.1414 -0.05 -0.11 0.02 -0.266
C 1.4343 -1.5640 -0.2748 -0.45 0.12 -0.18 -0.247
C 1.7160 -0.0567 -0.4208 0.39 -0.01 -0.26 -0.610
C 0.5010 0.6732 -0.0273 -0.12 -0.51 -0.15 0.577
O 0.2733 1.9670 0.2477 0.21 -0.22 -0.17 -0.647
H -2.5227 0.1239 -0.2345 0.11 0.01 0.05 0.214
H -1.7588 1.0343 1.1003 -0.14 -0.11 -0.08 0.225
H -2.0572 -0.7155 1.2647 -0.03 0.08 -0.07 0.224
H -0.6738 -2.2997 -0.2917 0.19 -0.01 0.42 0.201
H 1.5787 -0.3087 -1.5069 0.32 0.76 0.10 0.324
H 2.7004 0.4081 -0.2622 -0.45 -0.25 0.07 0.236
H 1.0887 2.4697 0.1216 -0.08 -0.10 0.04 0.505
```
Positions in Å, forces in eV/Å.

- Total charge: 0
- Electronic energy: -8832.252 eV
- Energy relative to the best compared isomer or geometry (same formula, charge and spin): 381.23 kJ/mol
- HOMO: -7.33 eV
- Orbital gap: 7.574 eV



The following is a DFT calculation (wB97M-V/def2-TZVPD) of a molecular structure, C23H17BrMnN7O2S.

The geometry in XYZ format:
```
52
Properties=species:S:1:pos:R:3:forces:R:3:nbo_charge:R:1
Mn -0.0937 -0.1821 0.4610 -0.02 0.42 -0.46 1.587
S 5.2033 5.3186 -0.3580 -0.69 -0.69 0.18 0.997
N 5.3428 3.7351 -0.1050 0.44 -0.48 0.10 -0.612
C 4.1363 3.2230 0.0928 0.13 1.22 -0.27 0.174
C 3.8268 1.8536 0.3729 -0.45 -0.64 0.23 -0.099
C 4.7908 0.8507 0.4892 -0.39 -0.22 0.11 -0.085
C 4.3731 -0.4265 0.8121 0.20 0.32 0.00 -0.241
C 3.0240 -0.6660 1.0329 -0.24 0.02 0.10 0.077
N 2.0779 0.2628 0.8974 0.42 0.20 -0.34 -0.548
C 2.4682 1.5148 0.5474 0.83 -0.71 0.12 0.163
C 1.4301 2.4919 0.3255 -0.74 0.95 -0.35 0.243
N 0.1605 2.0331 0.2629 0.32 0.19 0.31 -0.560
C -0.8197 2.9049 0.0774 -0.18 -0.06 -0.03 0.091
C -0.6130 4.2731 -0.0747 0.32 0.11 -0.05 -0.226
C 0.6802 4.7552 -0.0771 -0.23 -0.30 0.04 -0.098
C 1.7297 3.8539 0.1129 -0.56 -0.63 0.04 -0.092
C 3.1111 4.2125 0.0101 1.25 0.19 -0.08 0.104
N 3.6008 5.4195 -0.2371 -0.49 0.39 -0.02 -0.593
H 5.8308 1.0907 0.3358 0.12 0.02 -0.02 0.253
H 5.0826 -1.2300 0.9134 0.07 -0.12 0.05 0.245
H 2.6935 -1.6512 1.3398 -0.06 -0.02 -0.09 0.215
H -1.8185 2.4941 0.0280 -0.04 -0.03 -0.03 0.223
H -1.4550 4.9284 -0.2328 -0.06 0.02 0.03 0.247
H 0.9068 5.7967 -0.2417 -0.01 0.12 -0.01 0.253
Br -6.8453 0.9198 -2.7729 0.05 -0.09 0.25 0.091
C -5.9938 0.3626 -1.1741 0.12 0.01 -0.07 -0.135
C -6.7350 0.0455 -0.0366 0.05 0.20 -0.62 0.044
N -6.1610 -0.3339 1.0852 -0.48 -0.21 0.74 -0.398
C -4.8498 -0.4282 1.1604 0.49 0.08 -0.37 0.079
C -4.0256 -0.1406 0.0726 -0.13 -0.01 0.14 -0.224
C -4.6139 0.2663 -1.1227 -0.16 -0.04 0.11 -0.148
C -2.5446 -0.2358 0.1601 -0.68 -0.02 -0.71 0.762
O -1.9934 -0.5891 1.2476 0.46 -0.17 0.61 -0.811
O -1.8620 0.0451 -0.8563 0.32 0.18 0.22 -0.747
H -7.8153 0.1027 -0.0385 -0.06 0.03 -0.07 0.214
H -4.4381 -0.7410 2.1099 0.12 -0.01 0.02 0.214
H -3.9943 0.4939 -1.9783 -0.01 0.01 -0.02 0.251
C 0.2890 -5.4464 1.1227 -0.15 -0.13 0.09 -0.656
C 0.5405 -4.2522 0.2861 0.09 0.24 -0.17 0.213
C 1.3874 -4.0481 -0.7893 -0.16 0.06 0.21 -0.335
C 1.2467 -2.7050 -1.1515 -0.36 0.01 0.36 0.201
N 0.3576 -2.1197 -0.3488 -0.05 0.24 0.15 -0.447
N -0.0616 -3.0700 0.5183 0.16 -0.46 0.02 -0.343
C 1.9011 -1.9333 -2.2370 -0.09 0.16 -0.02 -0.650
H 0.9973 -6.2292 0.8730 0.02 -0.07 0.01 0.246
H -0.7186 -5.8313 0.9722 -0.04 -0.05 -0.03 0.245
H 0.3966 -5.1996 2.1779 0.03 -0.05 0.06 0.236
H 2.0165 -4.7752 -1.2551 0.18 -0.23 -0.10 0.243
H -0.8221 -2.8786 1.1615 0.13 0.05 -0.15 0.433
H 2.6019 -2.5535 -2.7854 0.07 0.00 -0.04 0.241
H 2.4265 -1.0701 -1.8262 0.12 0.01 -0.04 0.220
H 1.1448 -1.5563 -2.9255 0.04 -0.02 -0.08 0.247
```
Positions in Å, forces in eV/Å.

- Total charge: +1
- Expectation value of S²: 8.7537
- Electronic energy: -150849.136 eV
- 2S+1: 6
- HOMO (spin up / spin down): -11.38 / -11.39 eV
- Orbital gap (spin up / spin down): 7.639 / 7.541 eV



The following is a DFT calculation (wB97M-V/def2-TZVPD) of a gas-phase ion, C8H16N2O2P (charge +1).

The geometry in XYZ format:
```
29
Properties=species:S:1:pos:R:3:forces:R:3:nbo_charge:R:1
C -0.6049 1.7136 0.7046 1.16 -0.38 -0.38 0.855
C 1.4704 -1.2525 0.6361 -1.95 1.00 1.90 -0.426
C -0.9269 -1.3403 -0.1621 -0.25 1.10 -1.20 -0.462
C 0.8637 0.1421 -1.3156 1.15 2.16 -2.04 -0.289
C 0.9897 -1.8260 2.0302 3.75 -1.14 -0.55 -0.234
C -1.2552 -1.8103 1.2338 -1.70 -0.70 -2.05 -0.256
C 0.3563 -0.4953 -0.1067 -1.12 0.50 1.73 0.165
C -0.3689 3.2998 -2.9467 -1.32 1.56 0.73 -0.920
N -0.7475 1.9443 -0.6277 -0.23 -0.36 -0.93 -0.862
N -0.2022 -2.6794 1.8352 -0.06 -0.35 -1.76 -0.494
O -0.8362 2.4820 1.5906 -0.39 0.12 0.79 -0.579
O -0.0479 0.4903 1.0047 0.59 0.16 -0.81 -0.586
P -0.5969 3.4975 -1.1223 -1.48 0.08 -0.60 1.083
H 2.1974 -0.4981 0.8771 0.66 0.06 0.02 0.257
H 1.8698 -2.0123 0.0290 0.66 -1.06 -0.72 0.226
H -0.9563 -2.0495 -0.9647 0.72 -1.26 -0.13 0.236
H -1.8112 -0.7599 -0.5333 0.80 0.28 0.76 0.270
H 1.8609 0.7814 -1.3074 -2.22 -1.59 0.30 0.219
H 0.3995 0.0685 -2.3503 0.48 -0.16 1.72 0.228
H 1.9733 -2.3379 2.4566 -2.53 0.29 -0.70 0.252
H 0.7044 -1.1204 2.7626 -0.21 1.15 0.38 0.245
H -1.3978 -0.8875 1.7503 0.02 0.00 1.24 0.273
H -2.1975 -2.3611 1.1149 0.30 -0.11 0.70 0.239
H -1.2214 2.6833 -3.2486 0.80 -0.13 -0.48 0.259
H 0.5920 2.9427 -2.7849 1.67 -2.08 -0.81 0.233
H -0.1507 4.1895 -3.5676 -0.95 -0.14 0.58 0.267
H -0.0213 -3.4605 1.1745 0.06 0.53 0.36 0.432
H -0.6176 -3.1100 2.6322 0.13 -0.26 1.31 0.442
H 0.6831 3.7658 -0.7946 1.45 0.76 0.65 -0.073
```
Positions in Å, forces in eV/Å.

- Total charge: +1
- Electronic energy: -24908.960 eV
- Energy relative to the best compared isomer or geometry (same formula, charge and spin): 292.14 kJ/mol
- HOMO (spin up / spin down): -11.66 / -11.59 eV
- Orbital gap (spin up / spin down): 7.243 / 8.085 eV



The following is a DFT calculation (wB97M-V/def2-TZVPD) of 2 unconnected molecules or ions with the total composition C15H28ClN3O3PS.

The geometry in XYZ format:
```
52
Properties=species:S:1:pos:R:3:forces:R:3:nbo_charge:R:1
C 4.0948 -1.9412 1.1376 -0.80 1.06 -0.40 -0.720
C 4.0854 -0.5372 0.4339 0.59 -1.05 0.54 0.741
O 5.1486 0.0130 0.2556 -0.59 -0.08 0.03 -0.576
N 2.8123 0.0786 0.0497 0.79 0.99 -0.30 -0.534
C 3.0264 1.5560 0.2909 0.00 -0.19 0.06 -0.418
C 2.7007 -0.0808 -1.4250 0.63 -1.13 -1.16 -0.239
C 2.3995 -1.5464 -1.9101 -0.31 -0.14 0.01 -0.413
C 1.1131 -2.2217 -1.2809 0.27 -0.13 -1.26 -0.411
C -0.1631 -1.4166 -1.7688 0.15 -0.95 0.34 -0.433
C -1.1493 -0.9211 -0.6271 0.97 -0.35 -1.18 -0.247
P -0.3163 -0.2539 0.9304 -1.79 -0.40 1.42 0.859
S -1.6886 0.0653 2.3043 0.27 0.25 0.15 -0.649
C -2.0246 -2.1899 -0.1586 -3.94 0.00 1.21 0.739
O -1.5677 -3.3446 -0.1634 1.57 0.63 -0.44 -0.749
O -3.2353 -1.9088 0.1692 2.44 0.18 -0.96 -0.745
N -2.0320 0.1605 -1.1426 0.95 0.10 -0.68 -0.458
C -2.6990 -0.2209 -2.4004 -1.15 0.33 -0.44 -0.415
C -1.2960 1.4151 -1.4084 -0.24 0.76 -0.18 -0.231
C -1.6863 2.6130 -0.4544 0.79 0.43 -0.85 -0.439
C -0.7645 3.8355 -0.8948 -0.43 -0.80 -0.27 -0.357
Cl -0.1886 4.8104 0.5401 -0.22 -0.34 -0.67 -0.101
H 4.4106 -2.6793 0.3555 -0.29 0.45 0.93 0.240
H 3.0710 -2.1457 1.5355 0.88 -0.16 -0.43 0.235
H 4.8212 -1.8690 1.9837 -0.48 -0.23 -0.87 0.238
H 3.6872 1.9560 -0.5214 -0.29 -0.09 0.95 0.192
H 2.0693 2.1312 0.2633 0.59 -0.70 0.09 0.208
H 3.4980 1.6271 1.3047 -0.44 0.42 -1.02 0.212
H 1.9377 0.5934 -1.8906 0.52 -0.37 0.92 0.210
H 3.7118 0.2029 -1.8542 -1.04 -0.02 0.13 0.185
H 2.1950 -1.4704 -3.0188 0.30 -0.05 1.01 0.205
H 3.3004 -2.2215 -1.8283 -0.77 0.73 0.17 0.196
H 1.0548 -3.2468 -1.7449 0.02 0.92 0.66 0.221
H 1.1705 -2.3870 -0.1817 -0.04 0.32 -0.87 0.221
H -0.7623 -2.1234 -2.4094 0.51 0.74 0.67 0.237
H 0.1906 -0.6094 -2.4618 -0.46 -0.34 0.77 0.183
H 0.5695 -1.2187 1.5056 0.03 0.57 -0.94 0.009
H 0.3346 0.9933 0.7371 0.33 -0.77 -0.42 -0.027
H -3.2227 -1.2044 -2.3541 0.62 0.70 0.27 0.242
H -3.5024 0.5523 -2.5821 0.70 -0.76 0.16 0.192
H -2.0317 -0.1757 -3.3122 -0.38 -0.23 0.81 0.151
H -0.1730 1.2962 -1.4314 -0.96 -0.03 0.15 0.175
H -1.5695 1.7539 -2.4517 0.39 -0.21 0.95 0.193
H -1.4743 2.4272 0.6245 -0.53 -0.18 -0.84 0.252
H -2.7720 2.8237 -0.6562 1.04 -0.08 0.63 0.219
H -1.2793 4.5352 -1.5960 0.48 -0.52 0.66 0.210
H 0.1463 3.4111 -1.4004 -0.74 0.67 0.57 0.199
C -4.4738 -0.5832 5.0069 -0.15 -0.36 -0.20 -0.730
C -4.0184 0.7327 5.4464 0.01 -0.06 -0.05 0.305
N -3.6635 1.7677 5.7960 -0.10 -0.12 0.03 -0.354
H -5.4653 -0.8147 5.3998 0.05 0.21 0.08 0.237
H -4.5307 -0.6464 3.9183 0.17 0.17 0.04 0.285
H -3.7993 -1.3725 5.3409 0.11 0.19 0.01 0.256
```
Positions in Å, forces in eV/Å.

- Total charge: -1
- Electronic energy: -59267.995 eV
- HOMO: -4.48 eV
- Orbital gap: 7.130 eV



no.,molar mass (g mol⁻¹)
1,114.13
2,116.18
3,97.12
4,590.35
5,203.20
6,396.90